Record 1
Molecular formula: C4H9BO2S
Method: DFT, the ωB97M-V functional and the def2-TZVPD basis

The geometry in XYZ format:
```
17
Properties=species:S:1:pos:R:3:mulliken_charge:R:1
C -0.93230 0.23251 -0.94768 -0.463
C -0.29525 1.11823 0.21176 -0.300
C -0.37864 0.30977 1.54163 -0.671
S -0.16535 -1.47525 1.12239 -0.191
C -1.22885 -1.16746 -0.37059 -0.781
H -1.93387 0.44700 -1.25560 0.358
H -0.09040 0.14573 -1.66240 0.314
H 0.77799 1.21497 -0.07119 -0.024
H -0.85092 2.02596 0.34214 0.405
H -1.27667 0.42274 1.98019 0.470
H 0.47774 0.52369 2.26486 0.349
H -2.20585 -1.28736 0.06873 0.400
H -1.01173 -2.02752 -1.05353 0.337
O 3.24214 1.24669 -0.25728 -0.441
B 2.58562 0.25131 -0.45838 0.483
O 2.01024 -0.80319 -0.95044 -0.455
H 1.27611 -1.17782 -0.50461 0.209
```

HOMO ... -9.5 eV
Gap between HOMO and LUMO ... 9.93 eV
Molecular weight ... 132.0 g mol⁻¹
Multiplicity ... 1
SMILES ... C1CCSC1.O=BO
Relative energy (zero: lowest compared OMol25 entry of this formula, charge and spin) ... 10.2 kcal/mol

Record 2
Molecular formula: C4H9BO2S
Method: DFT, the ωB97M-V functional and the def2-TZVPD basis

The geometry in XYZ format:
```
17
Properties=species:S:1:pos:R:3:mulliken_charge:R:1
O -1.51609 0.89270 0.84012 -0.593
B -2.33947 -0.14556 0.45932 0.686
O -3.32015 -0.51914 1.36598 -0.521
S -2.30100 -0.95578 -1.14292 -0.308
H -0.76606 1.43283 0.58016 0.313
H -3.41822 -0.17261 2.18988 0.296
H -3.09857 -1.82245 -0.66435 0.105
C 1.07996 -1.20823 1.02591 -1.072
C 1.50186 -0.20797 0.11399 0.135
C 1.93409 0.57317 -0.70057 0.621
C 2.30952 1.48196 -1.76773 -1.250
H 0.84154 -2.15947 0.41076 0.242
H 0.17072 -0.90668 1.41506 0.141
H 1.77017 -1.35362 1.88189 0.299
H 2.17716 0.94147 -2.61920 0.315
H 1.65060 2.45466 -1.75149 0.248
H 3.32394 1.67474 -1.63680 0.342
```

HOMO ... -9.4 eV
Gap between HOMO and LUMO ... 9.89 eV
Molecular weight ... 132.0 g mol⁻¹
Multiplicity ... 1
SMILES ... OB(O)S.CC#CC
Relative energy (zero: lowest compared OMol25 entry of this formula, charge and spin) ... 25.9 kcal/mol

Record 3
Molecular formula: C4H9Br2N2
Method: DFT, the ωB97M-V functional and the def2-TZVPD basis

The geometry in XYZ format:
```
17
Properties=species:S:1:pos:R:3:mulliken_charge:R:1
C 0.06913 1.08634 0.15589 -0.123
C -1.85051 -0.20532 -0.50344 -1.630
C 0.30755 -1.38981 0.18778 -1.140
C -0.28904 -0.15499 -0.56177 0.908
N 3.35248 0.22816 -0.17052 -0.192
N -0.75108 2.07654 0.34004 -0.340
Br 4.14135 -1.31759 0.41268 0.114
Br 2.30361 1.21943 0.81716 0.288
H -2.17914 0.21431 0.46823 0.462
H -2.32303 0.20484 -1.40169 0.325
H -1.95774 -1.23524 -0.54141 0.448
H 0.57708 -1.15940 1.28881 0.338
H 1.24679 -1.83131 -0.22741 0.192
H -0.34303 -2.23501 0.13482 0.368
H -0.08215 -0.26411 -1.64520 0.352
H -1.69160 2.11583 -0.04821 0.297
H -0.53068 2.64732 1.29424 0.331
```

HOMO (spin up / spin down) ... -13.3 / -13.0 eV
Gap between HOMO and LUMO (spin up / spin down) ... 7.87 / 7.54 eV
Molecular weight ... 244.9 g mol⁻¹
Total charge ... +1
Multiplicity ... 1
Relative energy (zero: lowest compared OMol25 entry of this formula, charge and spin) ... 142.7 kcal/mol

Record 4
Molecular formula: C4H9CaO3
Method: DFT, the ωB97M-V functional and the def2-TZVPD basis

The geometry in XYZ format:
```
17
Properties=species:S:1:pos:R:3:mulliken_charge:R:1
C 2.54241 -0.33650 -2.16592 -0.552
O 1.63843 0.72007 -1.82859 -0.603
H 3.31444 0.03027 -2.85366 0.335
H 3.00231 -0.74427 -1.25799 0.269
H 1.95467 -1.11736 -2.66267 0.226
O -1.64264 1.51263 0.00360 -0.996
C -2.29820 0.92144 1.10040 -0.087
C -1.41652 0.42105 2.21596 -0.382
O -0.65321 -0.69600 2.15567 -0.366
C -0.23573 -1.20896 0.84980 -1.234
Ca -0.12743 0.44695 -0.62230 1.624
H -2.93007 0.07104 0.74912 0.184
H -2.99255 1.64354 1.57080 0.289
H 1.97949 1.58844 -2.09518 0.312
H -1.83691 0.49454 3.22203 0.366
H -0.98370 -1.97063 0.55325 0.311
H 0.68522 -1.77625 1.06568 0.305
```

HOMO (spin up / spin down) ... -5.6 / -7.2 eV
Gap between HOMO and LUMO (spin up / spin down) ... 5.15 / 6.69 eV
Molecular weight ... 145.2 g mol⁻¹
Multiplicity ... 2
Relative energy (zero: lowest compared OMol25 entry of this formula, charge and spin) ... 0.0 kcal/mol

Record 5
Molecular formula: C4H9Cl2N2
Method: DFT, the ωB97M-V functional and the def2-TZVPD basis

The geometry in XYZ format:
```
17
Properties=species:S:1:pos:R:3:mulliken_charge:R:1
C -0.34106 0.42482 -0.41326 0.301
C 0.48118 -2.41646 0.91621 -1.258
C 0.53615 2.53000 0.37173 -0.902
C -0.19264 -2.04411 -0.36431 0.551
N 0.63522 1.05922 0.14757 -0.086
N -1.26925 0.76006 -1.22724 -0.251
Cl 0.74922 -2.27777 -1.74049 -0.033
Cl -1.83780 -2.29428 -0.37938 -0.079
H -0.04291 -1.98883 1.69658 0.411
H 1.38113 -1.94761 1.13216 0.378
H 0.46622 -3.41939 0.87285 0.405
H 0.25595 2.88565 1.36618 0.318
H 1.44516 3.10056 -0.05392 0.327
H -0.20313 3.04642 -0.30492 0.260
H 1.40281 0.74766 0.68479 0.244
H -2.07109 0.14792 -1.24238 0.208
H -1.39516 1.68617 -1.46216 0.207
```

HOMO (spin up / spin down) ... -13.0 / -13.0 eV
Gap between HOMO and LUMO (spin up / spin down) ... 8.24 / 8.24 eV
Molecular weight ... 156.0 g mol⁻¹
Total charge ... +1
Multiplicity ... 1
Relative energy (zero: lowest compared OMol25 entry of this formula, charge and spin) ... 71.4 kcal/mol

Record 6
Molecular formula: C4H9Cl6Hg2O
Method: DFT, the ωB97M-V functional and the def2-TZVPD basis

The geometry in XYZ format:
```
22
Properties=species:S:1:pos:R:3:mulliken_charge:R:1
Hg 2.75834 3.22816 -2.51000 1.094
Hg 1.95650 4.43628 0.79471 1.105
C 0.90676 1.61733 -0.09658 -0.083
O 1.71863 2.73905 -0.53700 -0.702
H -0.10032 1.78237 -0.47304 0.264
H 1.31365 0.70730 -0.54726 0.130
H 0.91313 1.46282 0.97958 0.097
C 0.79076 -0.69065 -3.41143 0.069
Cl 1.80761 0.79930 -3.68153 -0.085
Cl 1.78119 -2.03928 -2.99725 0.005
H 0.05250 -0.47014 -2.64757 -0.019
H 0.27031 -0.84491 -4.35678 0.367
C -3.68558 -0.43580 0.69612 -0.119
Cl -2.62249 0.26692 -0.52837 -0.065
Cl -4.91212 -1.46424 0.03640 0.048
H -3.07063 -1.00196 1.40835 0.144
H -4.18779 0.37375 1.23442 0.340
C 0.95482 -2.02785 3.27249 -0.104
Cl -0.43620 -2.54323 2.34646 -0.007
Cl 0.80400 -2.34247 4.97699 0.042
H 1.83144 -2.58686 2.92131 0.343
H 1.15550 -0.96590 3.11999 0.139
```

HOMO ... -18.0 eV
Gap between HOMO and LUMO ... 1.82 eV
Molecular weight ... 687.0 g mol⁻¹
Total charge ... +3
Multiplicity ... 1
Relative energy (zero: lowest compared OMol25 entry of this formula, charge and spin) ... 58.1 kcal/mol